Entry 1:
Below is 2 unconnected molecules or ions with the total composition C17H21N2O2S at a distorted geometry, with properties calculated with wB97M-V/def2-TZVPD.

Results
- ΔE to the lowest compared entry with this formula, charge and spin (kJ/mol) = 136.69
- spin multiplicity = 1
- frontier orbital gap (hartree) = 0.135
- total charge = +1
- strongest force on any atom (eV Å⁻¹) = 4.8
- HOMO (eV) = -9.06

Geometry as XYZ:
```
43
C17H21N2O2S wB97M-V/def2-TZVPD
C -1.877 -0.308 -2.797
N -0.708 -1.118 -2.437
C -0.890 -2.542 -2.286
C -1.225 -3.096 -1.046
C -1.374 -4.459 -0.902
C -1.194 -5.299 -1.987
C -0.862 -4.768 -3.221
C -0.711 -3.406 -3.372
C 0.500 -0.528 -2.278
H -2.752 -0.946 -2.901
H -2.087 0.434 -2.029
H -1.719 0.206 -3.743
H -1.354 -2.444 -0.202
H -1.621 -4.878 0.060
H -1.308 -6.366 -1.870
H -0.713 -5.426 -4.061
H -0.444 -2.992 -4.327
H 1.350 -1.125 -2.025
H 0.631 0.524 -2.415
C 2.274 2.521 -0.701
S 2.346 3.604 0.755
C 1.951 5.121 -0.159
C 0.693 3.262 1.375
C 0.388 2.190 2.199
C -0.957 1.913 2.577
C -1.248 0.862 3.397
C -0.235 0.041 3.882
N -0.557 -1.057 4.763
O 0.374 -1.756 5.203
O -1.751 -1.264 5.046
C 1.088 0.288 3.528
C 1.401 1.328 2.702
H 2.352 1.480 -0.399
H 1.334 2.661 -1.226
H 3.095 2.750 -1.376
H 1.809 5.951 0.529
H 2.774 5.364 -0.828
H 1.046 4.996 -0.748
H -0.087 3.934 1.077
H -1.746 2.538 2.196
H -2.263 0.646 3.686
H 1.852 -0.354 3.931
H 2.425 1.518 2.431
```


Entry 2:
Below is C17H21N5O2S in the gas phase, with properties calculated with wB97M-V/def2-TZVPD.

Results
- SMILES = Cc1cccc(C(=O)N[C@H](C)/C=C/C(=O)N[C@H](C)c2nncs2)c1N
- ΔE to the lowest compared entry with this formula, charge and spin (kJ/mol) = 117.25
- spin multiplicity = 1
- frontier orbital gap (hartree) = 0.312
- strongest force on any atom (eV Å⁻¹) = 0.0
- HOMO (eV) = -7.91

Geometry as XYZ:
```
46
C17H21N5O2S wB97M-V/def2-TZVPD
C -0.172 6.931 1.804
C -0.808 5.764 1.105
C -1.810 5.949 0.177
C -2.428 4.877 -0.464
C -1.997 3.601 -0.179
C -0.966 3.363 0.735
C -0.473 1.981 0.983
O 0.113 1.652 2.011
N -0.702 1.077 -0.012
C -0.233 -0.309 0.037
C -0.850 -1.086 1.198
C 1.270 -0.378 0.065
C 1.991 -1.032 -0.835
C 3.474 -1.079 -0.731
O 4.109 -0.493 0.131
N 4.093 -1.827 -1.685
C 5.537 -2.004 -1.683
C 6.018 -2.353 -3.082
C 5.947 -3.052 -0.674
N 6.416 -4.210 -1.013
N 6.702 -5.008 0.058
C 6.442 -4.417 1.179
S 5.814 -2.830 1.031
C -0.384 4.451 1.420
N 0.572 4.271 2.372
H -0.308 6.869 2.888
H 0.903 6.982 1.610
H -0.611 7.868 1.467
H -2.132 6.961 -0.043
H -3.235 5.044 -1.163
H -2.492 2.761 -0.650
H -0.937 1.444 -0.918
H -0.577 -0.760 -0.897
H -0.580 -2.139 1.116
H -0.494 -0.703 2.151
H -1.936 -0.999 1.167
H 1.773 0.129 0.881
H 1.518 -1.551 -1.664
H 3.543 -2.404 -2.300
H 5.959 -1.050 -1.367
H 7.098 -2.475 -3.093
H 5.583 -3.294 -3.418
H 5.738 -1.556 -3.770
H 6.603 -4.894 2.134
H 1.076 5.053 2.739
H 0.820 3.330 2.633
```


Entry 3:
Below is C17H21NO7S in the gas phase at a distorted geometry, with properties calculated with wB97M-V/def2-TZVPD.

Results
- SMILES = COc1ccc(S(=O)(=O)Cc2ccc(C(=O)NCC(OC)OC)o2)cc1
- ΔE to the lowest compared entry with this formula, charge and spin (kJ/mol) = 0.00
- spin multiplicity = 1
- frontier orbital gap (hartree) = 0.342
- strongest force on any atom (eV Å⁻¹) = 1.2
- HOMO (eV) = -8.87

Geometry as XYZ:
```
47
C17H21NO7S wB97M-V/def2-TZVPD
C 2.477 1.799 2.654
O 1.370 1.802 1.779
C 0.323 0.979 2.031
C 0.261 0.086 3.100
C -0.854 -0.720 3.253
C -1.900 -0.624 2.360
S -3.286 -1.740 2.526
O -4.449 -1.164 1.914
O -3.379 -2.187 3.889
C -2.754 -3.195 1.501
C -2.599 -2.749 0.112
C -3.489 -2.722 -0.927
C -2.823 -2.107 -2.006
C -1.569 -1.785 -1.554
C -0.457 -1.162 -2.290
O -0.505 -0.978 -3.490
N 0.625 -0.863 -1.527
C 1.802 -0.269 -2.101
C 2.127 1.118 -1.517
O 3.406 1.561 -1.886
C 3.615 1.716 -3.281
O 1.112 1.994 -1.907
C 1.211 3.283 -1.333
O -1.431 -2.175 -0.258
C -1.858 0.264 1.299
C -0.745 1.059 1.128
H 2.963 0.819 2.682
H 3.172 2.532 2.246
H 2.186 2.096 3.665
H 1.067 0.013 3.812
H -0.932 -1.415 4.074
H -3.539 -3.937 1.609
H -1.825 -3.538 1.944
H -4.491 -3.097 -0.912
H -3.200 -1.917 -2.989
H 0.569 -0.974 -0.527
H 2.674 -0.914 -1.944
H 1.595 -0.170 -3.169
H 2.183 1.065 -0.415
H 4.460 2.393 -3.386
H 3.856 0.758 -3.752
H 2.734 2.146 -3.762
H 0.341 3.834 -1.681
H 1.210 3.221 -0.240
H 2.124 3.791 -1.657
H -2.701 0.326 0.629
H -0.677 1.748 0.302
```


Entry 4:
Below is C17H22F3N3O5S in the gas phase, with properties calculated with wB97M-V/def2-TZVPD.

Results
- SMILES = CCOC(=O)N[C@@](Nc1sc2c(c1C(N)=O)CCCC2)(C(=O)OCC)C(F)(F)F
- ΔE to the lowest compared entry with this formula, charge and spin (kJ/mol) = 0.67
- spin multiplicity = 1
- frontier orbital gap (hartree) = 0.305
- strongest force on any atom (eV Å⁻¹) = 0.7
- HOMO (eV) = -7.77

Geometry as XYZ:
```
51
C17H22F3N3O5S wB97M-V/def2-TZVPD
C -1.429 -4.794 -1.786
C -0.476 -3.733 -2.315
O -1.034 -2.422 -2.204
C -0.960 -1.851 -0.990
O -0.402 -2.324 -0.035
N -1.595 -0.645 -1.027
C -1.693 0.296 0.068
N -0.602 0.298 0.987
C 0.688 0.344 0.521
S 1.138 1.293 -0.855
C 2.818 0.874 -0.615
C 2.993 0.025 0.428
C 1.761 -0.308 1.083
C 1.488 -1.270 2.162
N 2.323 -2.339 2.259
O 0.549 -1.132 2.932
C 4.373 -0.363 0.875
C 5.407 -0.077 -0.214
C 5.231 1.331 -0.771
C 3.886 1.438 -1.489
C -1.886 1.705 -0.580
O -2.168 1.834 -1.740
O -1.739 2.647 0.314
C -1.884 4.006 -0.126
C -0.578 4.532 -0.699
C -2.987 -0.002 0.865
F -2.992 -1.233 1.374
F -3.175 0.847 1.877
F -4.066 0.093 0.074
H -0.999 -5.780 -1.939
H -1.599 -4.642 -0.723
H -2.382 -4.736 -2.307
H 0.469 -3.764 -1.763
H -0.289 -3.864 -3.382
H -1.938 -0.309 -1.920
H -0.647 -0.338 1.796
H 2.838 -2.639 1.450
H 2.021 -3.060 2.896
H 4.612 0.218 1.772
H 4.421 -1.414 1.156
H 6.410 -0.197 0.200
H 5.290 -0.799 -1.026
H 5.263 2.050 0.050
H 6.039 1.570 -1.464
H 3.924 0.881 -2.432
H 3.661 2.477 -1.735
H -2.176 4.555 0.771
H -2.681 4.051 -0.874
H 0.219 4.431 0.033
H -0.693 5.580 -0.960
H -0.308 3.971 -1.590
```


Entry 5:
Below is a molecular structure, C17H22F6LaN6O7S2 at a distorted geometry, with properties calculated with wB97M-V/def2-TZVPD.

Results
- ΔE to the lowest compared entry with this formula, charge and spin (kJ/mol) = 86.58
- spin multiplicity = 1
- frontier orbital gap (hartree) = 0.356
- total charge = +1
- strongest force on any atom (eV Å⁻¹) = 2.9
- HOMO (eV) = -12.01

Geometry as XYZ:
```
61
C17H22F6LaN6O7S2 wB97M-V/def2-TZVPD
La 0.201 1.049 0.120
N -2.124 1.549 1.078
C -3.157 2.323 0.354
C -2.711 3.764 0.104
C -1.750 3.937 -1.068
N -0.396 3.414 -0.757
H -2.453 0.590 1.179
H -2.048 1.909 2.026
H -4.095 2.333 0.914
H -3.337 1.821 -0.597
H -2.251 4.162 1.014
H -3.597 4.367 -0.096
H -1.703 4.996 -1.330
H -2.126 3.397 -1.938
H 0.016 4.015 -0.045
H 0.186 3.537 -1.584
F -0.132 3.524 2.600
C 0.938 3.397 3.430
F 1.236 4.602 3.874
F 0.584 2.646 4.459
S 2.401 2.683 2.439
O 1.809 2.567 1.107
O 3.456 3.606 2.618
N 2.671 1.262 3.079
S 1.654 0.187 2.552
O 0.300 0.722 2.482
O 2.056 -0.479 1.339
C 1.629 -1.103 3.877
F 1.280 -0.551 5.024
F 0.732 -2.004 3.508
F 2.822 -1.661 3.975
C 4.587 -0.484 -0.738
N 3.401 -0.983 -1.434
C 3.338 -2.232 -1.951
C 2.232 -2.692 -2.578
C 1.114 -1.812 -2.646
N 1.160 -0.615 -2.065
C 2.282 -0.177 -1.486
O 2.311 0.977 -1.008
N 0.006 -2.123 -3.315
H 5.435 -1.120 -0.976
H 4.408 -0.476 0.335
H 4.787 0.536 -1.054
H 4.228 -2.839 -1.855
H 2.203 -3.677 -3.017
H -0.135 -3.044 -3.689
H -0.774 -1.485 -3.261
O -1.529 -0.091 -1.287
C -1.312 -1.115 -0.583
O -0.519 -1.056 0.409
C -1.977 -2.411 -0.889
C -1.397 -3.594 -0.435
C -1.983 -4.810 -0.744
C -3.158 -4.846 -1.486
C -3.744 -3.666 -1.924
C -3.151 -2.448 -1.633
H -0.493 -3.539 0.158
H -1.533 -5.732 -0.399
H -3.623 -5.795 -1.716
H -4.662 -3.695 -2.495
H -3.592 -1.519 -1.973
```